This record from the Open Molecules 2025 dataset describes an isolated molecule of C3H4BN. The level of theory is the ωB97M-V functional and the def2-TZVPD basis.

Values from the calculation:
Structure (SMILES): BC(=C)C#N
ΔE to the lowest compared entry with this formula, charge and spin in kJ/mol: 110.2
Calculated total energy in eV: -5339.3675
HOMO energy in eV: -10.35

```
9
Properties=species:S:1:pos:R:3:nbo_charge:R:1
B -0.170 -1.381 0.054 0.475
C -0.792 0.005 0.027 -0.527
C -0.287 1.370 0.046 -0.156
C -2.214 -0.021 0.050 0.248
N -3.371 -0.121 -0.097 -0.305
H 1.086 -1.629 0.380 -0.062
H -0.794 -2.141 -0.435 -0.084
H -1.056 2.139 0.124 0.201
H 0.705 1.769 -0.096 0.210
```

***

This record from the Open Molecules 2025 dataset describes a structure of composition C3H4BeO3. The level of theory is the ωB97M-V functional and the def2-TZVPD basis.

Values from the calculation:
ΔE to the lowest compared entry with this formula, charge and spin in kJ/mol: 563.4
Calculated total energy in eV: -9713.5925
HOMO energy (alpha / beta) in eV: -10.14 / -7.79

```
11
Properties=species:S:1:pos:R:3:nbo_charge:R:1
H -0.055 1.932 -1.352 0.133
Be -1.419 0.864 -1.106 0.980
O 0.658 -0.783 1.033 -0.514
C -0.215 -1.673 0.487 0.930
C 0.418 0.585 0.651 -0.121
O -0.690 -2.538 1.219 -0.583
O -0.561 -1.375 -0.710 -0.512
C 0.089 0.590 -0.819 -0.993
H 1.338 1.142 0.872 0.215
H -0.367 0.954 1.325 0.195
H 0.802 0.303 -1.601 0.270
```

***

This record from the Open Molecules 2025 dataset describes an isolated molecule of C3H4Br2O. The level of theory is the ωB97M-V functional and the def2-TZVPD basis.

Values from the calculation:
ΔE to the lowest compared entry with this formula, charge and spin in kJ/mol: 345.7
Calculated total energy in eV: -145303.7006
HOMO energy (alpha / beta) in eV: -7.50 / -7.50

```
10
Properties=species:S:1:pos:R:3:nbo_charge:R:1
C 2.719 0.787 -0.136 0.263
C 0.728 -1.222 0.562 -0.026
C -0.572 -0.679 0.110 -0.739
O 2.028 -0.258 -0.093 -0.470
Br 4.597 0.683 0.021 0.061
Br 1.145 -2.934 -0.039 0.050
H 2.325 1.798 -0.135 0.179
H -1.320 -1.174 0.734 0.259
H -0.821 -0.880 -0.936 0.198
H -0.625 0.393 0.298 0.225
```

***

This record from the Open Molecules 2025 dataset describes a cluster of 2 separate species, C3H4BrClN2O in total. The level of theory is the ωB97M-V functional and the def2-TZVPD basis.

Values from the calculation:
ΔE to the lowest compared entry with this formula, charge and spin in kJ/mol: 405.9
Calculated total energy in eV: -90764.1762
HOMO energy (alpha / beta) in eV: -9.20 / -9.20

```
12
Properties=species:S:1:pos:R:3:nbo_charge:R:1
C -0.947 0.954 0.287 0.678
C -0.779 -0.444 0.855 -0.328
C 0.890 0.020 -0.551 0.240
N 0.117 1.132 -0.545 -0.683
N 0.473 -0.851 0.425 -0.476
O -1.874 1.677 0.417 -0.546
Cl 0.594 -2.523 0.087 0.176
Br 2.753 0.425 -0.159 0.008
H -0.881 -0.356 2.018 0.228
H -1.525 -1.074 0.579 0.229
H 1.034 -0.911 -2.217 0.021
H 0.144 1.951 -1.195 0.453
```